Record 1
{"formula": "C5H7NO", "method": "wB97M-V/def2-TZVPD", "relative_energy_kj_mol": 567.7, "homo_ev": -9.268, "total_energy_ha": -324.50824, "multiplicity": 1, "lumo_ev": 0.8, "species": ["C", "C", "C", "C", "C", "N", "O", "H", "H", "H", "H", "H", "H", "H"], "coordinates": [[3.384378, -0.945974, 0.048756], [0.066026, 1.366412, 0.690733], [-0.033827, 1.436369, -0.808563], [-0.527178, 0.367031, -0.260374], [-1.129071, -0.968182, -0.312748], [4.265524, -0.201999, -0.008390], [5.239885, 0.449537, -0.121211], [2.444649, -1.370144, 0.215489], [1.026389, 1.175769, 1.161744], [-0.591971, 1.978938, 1.301770], [0.167724, 2.059105, -1.642162], [-1.675990, -1.170272, 0.606659], [-0.353266, -1.731335, -0.418557], [-1.802320, -1.061220, -1.162810]], "forces_ev_per_a": [[0.403, 0.509, 0.020], [-0.017, 0.058, 0.062], [-0.498, -0.801, 0.772], [0.682, 0.844, -0.268], [-0.202, -0.184, -0.089], [-0.952, -1.229, -0.067], [1.196, 1.078, -0.058], [-0.672, -0.329, 0.103], [0.140, -0.040, 0.009], [-0.074, 0.024, 0.048], [0.100, 0.208, -0.516], [-0.047, -0.068, -0.025], [-0.027, -0.003, 0.043], [-0.032, -0.068, -0.035]]}


Record 2
{"formula": "C39H56IrN2O4P3Si2", "method": "wB97M-V/def2-TZVPD", "charge": 1, "relative_energy_kj_mol": 0.0, "s2": 0.7659, "homo_ev": [-11.220, -11.018], "total_energy_ha": -3637.63042, "multiplicity": 2, "lumo_ev": [-3.4, -3.9], "species": ["Ir", "C", "Si", "C", "C", "N", "P", "C", "P", "N", "Si", "C", "C", "C", "C", "C", "C", "C", "C", "C", "C", "C", "C", "C", "C", "C", "C", "C", "C", "C", "C", "C", "C", "C", "C", "C", "C", "C", "H", "H", "H", "H", "H", "H", "H", "H", "H", "H", "H", "H", "H", "H", "H", "H", "H", "H", "H", "H", "H", "H", "H", "H", "H", "H", "H", "H", "H", "H", "H", "H", "H", "H", "H", "H", "H", "H", "C", "C", "C", "C", "O", "P", "O", "O", "O", "C", "C", "C", "C", "H", "H", "H", "H", "H", "H", "H", "H", "H", "H", "H", "H", "H", "H", "H", "H", "H", "H"], "coordinates": [[-0.367546, -0.080571, 0.089785], [-0.089213, 2.341314, -4.237286], [-1.256866, 1.667480, -2.938366], [-2.506075, 0.564581, -3.784542], [-2.004864, 3.098300, -2.008364], [-0.341527, 0.648093, -1.822705], [1.029745, -0.202922, -2.169745], [0.963744, -1.118808, -0.697397], [1.373603, -2.023059, 0.730204], [0.175010, -1.379657, 1.631059], [0.026154, -1.508518, 3.392155], [0.792365, -3.137021, 3.930669], [-1.786515, -1.533289, 3.803361], [0.959917, -0.119637, 4.207081], [1.242455, -3.771431, 0.371675], [2.284267, -4.469102, -0.234555], [2.087481, -5.781889, -0.634763], [0.856974, -6.393430, -0.434940], [-0.185656, -5.694514, 0.159616], [0.003287, -4.381687, 0.559617], [3.028096, -1.638058, 1.297878], [3.830138, -2.578444, 1.940062], [5.069795, -2.202512, 2.434850], [5.506230, -0.892986, 2.293561], [4.708427, 0.046686, 1.652544], [3.469326, -0.321091, 1.157325], [2.480451, 0.842173, -2.199084], [2.416536, 2.071414, -1.541325], [3.562905, 2.840494, -1.413321], [4.768105, 2.381638, -1.928183], [4.835472, 1.150227, -2.566190], [3.695653, 0.373575, -2.696834], [0.997315, -1.261893, -3.608670], [0.392609, -2.512969, -3.472851], [0.309774, -3.359970, -4.565575], [0.822732, -2.959998, -5.792615], [1.423876, -1.715984, -5.930931], [1.512685, -0.864571, -4.841825], [-0.672257, 2.994596, -4.892763], [0.351556, 1.571556, -4.872581], [0.710749, 2.945328, -3.806675], [-3.153083, 1.137652, -4.451326], [-3.139473, 0.038063, -3.070625], [-1.992657, -0.192598, -4.382833], [-3.034958, 3.276015, -2.320596], [-1.435025, 4.005824, -2.219223], [-2.006721, 2.950073, -0.929715], [0.486075, -3.996949, 3.334372], [0.470200, -3.326027, 4.958473], [1.881877, -3.093725, 3.949340], [-2.259427, -2.447785, 3.438219], [-2.280264, -0.664652, 3.370908], [-1.931348, -1.482985, 4.884247], [1.905651, 0.058809, 3.687819], [1.194551, -0.385081, 5.240981], [0.383694, 0.804155, 4.200244], [3.244857, -3.994738, -0.394337], [2.897230, -6.328800, -1.098438], [0.709967, -7.420048, -0.743268], [-1.143393, -6.173243, 0.312643], [-0.803371, -3.821546, 1.017978], [3.496592, -3.602171, 2.047961], [5.693103, -2.932771, 2.932755], [6.473314, -0.603510, 2.683082], [5.049852, 1.067076, 1.540786], [2.843008, 0.418458, 0.671413], [1.477925, 2.412501, -1.121433], [3.515326, 3.797448, -0.911546], [5.660870, 2.984709, -1.828524], [5.776854, 0.793937, -2.961626], [3.753821, -0.590165, -3.187321], [-0.002375, -2.823862, -2.512243], [-0.151394, -4.332408, -4.459076], [0.755525, -3.621730, -6.645871], [1.824589, -1.409194, -6.887385], [1.988993, 0.101984, -4.951499], [-2.570090, 5.487417, 1.085442], [-2.278673, 4.436320, 2.138920], [-0.911611, 4.651932, 2.766279], [-3.381141, 4.368193, 3.179473], [-2.284884, 3.169277, 1.377864], [-1.664736, 1.816208, 1.897316], [-1.786869, 1.593749, 3.340915], [-0.266362, 1.620721, 1.246385], [-2.412122, 0.713203, 0.954100], [-3.855401, 0.382655, 0.869741], [-4.539795, 0.672852, 2.194491], [-4.444395, 1.240371, -0.233713], [-3.896462, -1.091981, 0.524258], [-2.623198, 6.471533, 1.551541], [-3.524034, 5.283746, 0.598637], [-1.785120, 5.501454, 0.329295], [-0.884760, 5.626379, 3.255436], [-0.132747, 4.626292, 2.003077], [-0.705382, 3.890961, 3.518654], [-3.427691, 5.311887, 3.724429], [-3.189972, 3.561668, 3.885586], [-4.346674, 4.208581, 2.697061], [-4.505693, 1.736247, 2.430100], [-4.091620, 0.119449, 3.015797], [-5.587405, 0.380039, 2.110092], [-4.304844, 2.295717, -0.002422], [-5.513003, 1.041162, -0.324525], [-3.974204, 1.021332, -1.190043], [-3.479945, -1.690113, 1.334107], [-3.329347, -1.283542, -0.389197], [-4.929119, -1.399866, 0.357213]], "forces_ev_per_a": [[0.390, -0.029, 0.246], [-0.054, -0.015, -0.008], [-0.110, -0.007, -0.100], [0.037, 0.041, 0.042], [0.025, -0.053, -0.013], [0.454, -0.062, -0.066], [-0.355, 0.071, 0.117], [-0.255, 0.172, -0.008], [-0.022, 0.134, 0.039], [0.170, -0.172, -0.308], [-0.142, -0.009, 0.227], [0.013, 0.081, -0.009], [0.037, -0.015, -0.086], [0.042, -0.037, -0.051], [-0.184, 0.040, 0.079], [0.032, -0.027, -0.037], [0.020, 0.004, 0.007], [-0.008, 0.013, 0.005], [0.016, -0.018, -0.002], [0.000, -0.002, 0.016], [-0.037, -0.063, 0.025], [0.041, 0.001, -0.029], [0.007, 0.011, 0.017], [0.006, -0.021, -0.016], [-0.020, 0.002, -0.011], [0.027, 0.013, 0.010], [0.021, -0.037, 0.065], [0.035, 0.002, -0.045], [-0.020, -0.010, -0.004], [-0.005, -0.002, 0.004], [0.023, -0.012, 0.008], [-0.010, 0.032, -0.042], [-0.033, 0.048, -0.005], [0.030, -0.023, -0.008], [0.001, 0.010, -0.003], [-0.007, 0.007, 0.017], [-0.017, -0.003, -0.018], [0.028, 0.013, 0.006], [0.007, 0.012, -0.010], [-0.027, 0.023, 0.025], [0.028, 0.000, 0.012], [-0.012, 0.007, -0.016], [-0.044, -0.011, 0.048], [0.020, 0.007, -0.016], [-0.028, 0.018, -0.027], [0.011, 0.016, 0.022], [-0.005, -0.024, 0.014], [-0.026, -0.015, -0.027], [-0.001, 0.008, 0.004], [0.063, -0.018, -0.034], [-0.011, -0.028, 0.003], [0.063, -0.083, 0.065], [0.010, -0.012, 0.024], [0.010, -0.016, 0.021], [-0.034, 0.030, 0.013], [-0.037, 0.013, -0.008], [-0.007, 0.005, -0.019], [0.001, -0.006, -0.005], [0.003, -0.002, -0.002], [-0.004, -0.002, 0.003], [0.003, -0.003, -0.004], [-0.029, -0.001, 0.047], [0.004, 0.000, 0.006], [-0.001, 0.001, 0.001], [0.000, 0.006, 0.005], [-0.009, -0.004, 0.015], [-0.027, 0.014, -0.007], [-0.003, 0.006, 0.009], [0.003, 0.007, -0.007], [0.012, -0.002, 0.003], [0.001, -0.010, 0.005], [-0.009, 0.002, 0.001], [-0.010, -0.003, -0.004], [0.005, -0.006, 0.000], [0.002, -0.001, -0.007], [0.004, -0.031, 0.007], [-0.020, 0.031, 0.007], [-0.031, 0.014, -0.045], [0.001, -0.014, 0.043], [0.008, 0.020, 0.026], [0.038, 0.005, 0.036], [-0.066, -0.016, -0.090], [-0.022, 0.063, -0.053], [-0.128, -0.076, -0.121], [0.100, -0.019, 0.071], [-0.007, 0.026, 0.012], [-0.028, -0.008, 0.000], [-0.025, 0.025, 0.027], [-0.020, -0.008, -0.041], [0.000, 0.003, -0.002], [-0.006, 0.000, -0.016], [0.003, -0.005, -0.009], [-0.015, 0.002, -0.027], [0.011, -0.003, -0.007], [0.025, 0.001, 0.004], [0.005, -0.002, 0.005], [-0.011, 0.005, 0.009], [-0.008, -0.006, -0.001], [0.009, -0.002, 0.021], [-0.016, 0.010, 0.001], [0.010, 0.000, -0.017], [-0.010, 0.010, -0.031], [0.008, -0.019, 0.010], [0.056, 0.001, -0.063], [0.029, -0.007, 0.016], [0.004, -0.007, -0.001], [0.000, -0.002, 0.013]]}